# 1
{
  "formula": "C2HBrF3I",
  "method": "the ωB97M-V functional and the def2-TZVPD basis",
  "symbols": ["C", "C", "F", "F", "F", "Br", "I", "H"],
  "xyz": [[-1.190, 1.086, -0.342], [1.126, -0.786, -0.006], [-0.435, 2.114, -0.072], [2.048, 0.069, 0.399], [1.568, -1.547, -1.105], [-2.356, 0.381, 0.981], [0.416, -2.126, 1.526], [-1.177, 0.810, -1.381]],
  "nbo_charge": [0.10, 0.54, -0.31, -0.32, -0.36, 0.08, 0.10, 0.18],
  "total_charge": 0,
  "orbital_gap_ev": [9.22, 7.16],
  "e_lumo_ev": [0.01, -1.23]
}

---

# 2
{
  "formula": "C2HBrF4O",
  "method": "the ωB97M-V functional and the def2-TZVPD basis",
  "symbols": ["C", "C", "O", "F", "F", "F", "F", "Br", "H"],
  "xyz": [[-1.174, -0.303, -0.205], [-2.379, -0.159, -1.149], [-0.358, 0.592, 0.062], [-0.264, -0.202, 2.373], [-2.885, 0.980, -1.207], [-3.287, -1.024, -0.671], [-2.102, -0.478, -2.367], [-1.135, -1.851, 0.736], [0.750, 0.466, 2.453]],
  "nbo_charge": [0.32, 0.90, -0.48, -0.59, -0.27, -0.32, -0.30, 0.17, 0.58],
  "total_charge": 0,
  "orbital_gap_ev": 10.33,
  "e_lumo_ev": -0.22
}

---

# 3
{
  "formula": "C2HCaO3",
  "method": "the ωB97M-V functional and the def2-TZVPD basis",
  "symbols": ["O", "H", "O", "O", "C", "C", "Ca"],
  "xyz": [[-0.973, 0.034, 0.557], [-0.910, -0.244, -0.369], [-1.577, 2.482, -0.316], [-1.204, 2.097, -1.671], [-1.267, 1.541, 0.579], [-0.109, 1.664, 1.125], [-2.971, 2.471, -2.574]],
  "nbo_charge": [-0.64, 0.49, -0.33, -0.76, 0.11, 0.30, 1.83],
  "total_charge": 1,
  "orbital_gap_ev": 6.17,
  "e_lumo_ev": -6.30
}

---

# 4
{
  "formula": "C2HCl2IO",
  "method": "the ωB97M-V functional and the def2-TZVPD basis",
  "symbols": ["C", "C", "O", "Cl", "Cl", "I", "H"],
  "xyz": [[0.858, -0.307, 0.351], [-0.392, 0.474, -0.177], [1.294, -0.181, 1.454], [-1.084, 1.778, 0.631], [-0.045, 0.853, -1.852], [-1.681, -1.421, -0.075], [1.050, -1.195, -0.333]],
  "nbo_charge": [0.36, -0.31, -0.48, 0.13, 0.04, 0.11, 0.16],
  "total_charge": 0,
  "orbital_gap_ev": 9.12,
  "e_lumo_ev": -1.04
}

---

# 5
{
  "formula": "C2HCl2N",
  "method": "the ωB97M-V functional and the def2-TZVPD basis",
  "symbols": ["C", "C", "N", "Cl", "Cl", "H"],
  "xyz": [[1.034, 0.516, -0.570], [2.104, 0.746, -0.048], [4.394, -0.678, -0.678], [4.876, -1.493, 0.722], [3.532, 1.336, -0.337], [0.011, 0.410, -0.249]],
  "mulliken_spin": [0.05, -0.03, 1.67, 0.20, 0.11, 0.00],
  "total_charge": 0,
  "orbital_gap_ev": [9.22, 9.26],
  "e_lumo_ev": [0.19, -0.72],
  "spin_multiplicity": 3
}

---

# 6
{
  "formula": "C2HCl2N2O",
  "method": "the ωB97M-V functional and the def2-TZVPD basis",
  "symbols": ["C", "C", "N", "N", "O", "Cl", "Cl", "H"],
  "xyz": [[0.811, 0.254, -1.145], [-0.111, -0.444, 1.096], [-1.311, 1.266, -1.130], [-0.241, 0.952, -1.408], [1.873, -0.101, -1.457], [-0.239, -2.136, 1.028], [-1.549, 0.392, 1.279], [0.767, -0.183, 1.737]],
  "nbo_charge": [0.68, -0.30, 0.26, -0.12, -0.29, 0.19, 0.31, 0.28],
  "total_charge": 1,
  "orbital_gap_ev": [7.24, 7.24],
  "e_lumo_ev": [-7.35, -7.34]
}

---

# 7
{
  "formula": "C2HCl2N2O",
  "method": "the ωB97M-V functional and the def2-TZVPD basis",
  "symbols": ["C", "C", "N", "N", "O", "Cl", "Cl", "H"],
  "xyz": [[-0.380, -0.763, -0.161], [0.056, 0.385, -0.877], [0.632, -0.022, 2.688], [0.351, -0.182, 1.653], [-0.778, -1.820, -0.172], [1.200, 1.530, -0.174], [-1.584, 0.935, -1.248], [0.503, -0.064, -1.709]],
  "nbo_charge": [0.85, -0.41, 0.22, -0.09, -0.23, 0.17, 0.18, 0.30],
  "total_charge": 1,
  "orbital_gap_ev": 11.01,
  "e_lumo_ev": -6.02
}

---

# 8
{
  "formula": "C2HCl2NO",
  "method": "the ωB97M-V functional and the def2-TZVPD basis",
  "symbols": ["N", "C", "C", "O", "Cl", "Cl", "H"],
  "xyz": [[1.740, -0.310, -1.321], [0.682, -0.288, -0.926], [-0.759, -0.067, -0.700], [-1.592, -0.844, -0.440], [-1.124, 1.713, -0.747], [0.983, 0.355, 2.034], [0.070, -0.559, 2.101]],
  "nbo_charge": [-0.19, 0.14, 0.50, -0.42, -0.04, -0.26, 0.27],
  "total_charge": 0,
  "smiles": "N#CC(=O)Cl.Cl",
  "orbital_gap_ev": 11.04,
  "e_lumo_ev": -0.98
}

---

The following relative energy (zero: lowest compared OMol25 entry of this formula, charge and spin) values (in kcal/mol) correspond, in order, to the records above: 86.7 13.9 168.6 9.4 59.5 96.1 14.3 10.0.